[1]
13
Properties=species:S:1:pos:R:3:lowdin_charge:R:1 method="wB97M-V/def2-TZVPD" relative_energy_kj_mol=174.18 gap_ev=8.6477 e_homo_ev=-8.326
H -0.870 1.368 2.463 0.05
O 0.725 -0.383 -0.975 -0.05
H 1.147 0.358 -1.479 0.08
H 4.073 -1.416 -2.404 0.10
C -1.769 0.779 2.257 -0.01
O 3.659 -1.490 -1.461 -0.09
C -2.391 0.762 1.045 -0.28
H -1.093 0.222 -0.164 0.02
H 4.308 -2.045 -1.004 0.04
H 1.529 -0.849 -0.835 -0.01
H -3.500 0.741 0.968 0.11
O -1.699 0.921 -0.107 -0.01
H -2.113 -0.009 2.981 0.06

[2]
39
Properties=species:S:1:pos:R:3:lowdin_charge:R:1 method="wB97M-V/def2-TZVPD" charge=+1 gap_ev=6.6296 e_homo_ev=-12.239
C -5.541 -1.052 1.206 -0.10
H -2.446 0.519 1.972 0.13
H 0.360 1.848 -1.601 0.16
O -5.179 -0.317 0.012 -0.21
N 1.021 -0.711 -0.252 0.14
H -2.112 -0.949 0.951 0.13
H -6.412 -1.735 0.934 0.11
H 7.047 1.274 0.694 0.06
H -0.625 -2.076 -3.934 0.11
C -2.005 0.176 0.976 -0.17
S 4.717 1.123 1.234 0.86
N -0.164 0.963 -1.527 0.00
H -4.632 -1.642 1.557 0.09
O -0.488 0.737 -4.086 -0.33
H 6.340 -0.274 0.141 0.06
C -2.948 0.837 -0.147 -0.14
H -0.214 -2.411 -2.205 0.07
N -0.581 0.653 0.932 0.11
C 0.087 0.280 -0.280 -0.27
H -1.845 -1.597 -2.683 0.09
H -4.974 1.788 -0.136 0.14
H -5.913 -0.374 2.030 0.10
H 6.192 0.743 3.084 0.06
H 6.020 1.229 -0.758 0.06
H -2.904 0.121 -1.036 0.11
C -4.467 0.888 0.334 -0.23
C 6.180 0.802 0.231 -0.25
H 4.512 0.292 3.459 0.05
H -0.089 0.107 1.661 0.15
C -0.730 -1.653 -2.880 -0.13
O 1.560 -0.204 -3.237 -0.32
H -2.603 1.880 -0.443 0.13
S 0.114 -0.018 -2.929 0.70
H -4.442 1.098 1.459 0.12
H 2.001 -0.426 -0.095 0.08
H 5.512 -0.789 2.457 0.06
H 0.834 -1.693 -0.445 0.13
O 3.592 0.319 0.653 -0.59
C 5.296 0.252 2.702 -0.26

[3]
116
Properties=species:S:1:pos:R:3:lowdin_charge:R:1 method="wB97M-V/def2-TZVPD" s2=0.76 relative_energy_kj_mol=0.00 multiplicity=2 charge=+1 gap_ev="8.1042 / 1.6802" e_homo_ev="-11.384 / -11.384"
H 2.322 2.619 0.025 0.06
C -0.785 6.996 4.563 -0.01
O -2.706 4.963 4.277 0.10
O -3.265 -4.056 -1.444 0.01
H -1.575 -2.842 -1.007 0.09
H 3.054 1.478 -3.297 0.06
H 2.851 3.122 -2.970 0.10
O 5.901 3.971 -0.029 0.17
C -1.896 2.599 2.846 0.01
C 2.136 1.259 3.447 0.03
H 0.520 1.776 -7.979 0.10
H 3.831 -3.674 -0.391 0.09
H -1.345 1.936 2.179 0.08
O 6.260 2.359 -1.598 -0.02
H -2.208 -0.136 2.579 0.07
O -4.406 -5.759 -2.093 0.03
H 3.242 -5.659 -6.239 0.09
H -2.285 -2.495 -2.563 0.08
H 2.606 -3.069 7.778 0.10
F -0.109 1.661 -0.876 -0.30
C 4.159 -5.237 -5.828 -0.06
H 3.164 4.145 0.063 0.11
H 3.369 -2.467 -1.627 0.09
H -2.978 -1.293 1.637 0.09
C 3.349 -3.523 -1.357 -0.01
H 2.788 -1.205 1.906 0.07
F 1.721 0.548 0.518 -0.27
O -3.611 -4.388 -3.638 0.11
O 2.626 -3.599 -4.134 0.06
As 0.521 -0.063 -0.661 0.97
H 2.999 0.648 3.712 0.11
O 4.296 -5.187 -4.396 -0.02
H -3.545 -5.889 -0.105 0.09
F 1.770 0.321 -1.911 -0.35
H 3.661 -1.622 7.401 0.10
C 5.528 3.088 -0.725 -0.53
C -3.157 -0.309 2.071 -0.07
O -1.090 3.812 3.080 -0.02
H -1.647 3.043 6.405 0.11
O 3.898 -4.378 -2.386 0.02
O 1.766 2.144 4.543 0.12
H 2.405 1.871 2.586 0.08
C 3.072 -2.087 4.672 -0.63
H 0.289 3.508 -8.305 0.11
O 0.405 3.039 5.944 0.11
O 1.690 2.919 -6.865 0.01
H 3.646 -2.745 2.271 0.10
F -0.716 -0.287 0.620 -0.26
H -2.740 3.085 2.357 0.12
C -0.658 3.042 6.863 -0.01
C -6.260 -0.713 -2.229 -0.04
H -0.727 2.313 7.670 0.12
C 3.305 3.069 0.167 -0.08
H -7.634 -2.270 2.309 0.10
C 3.373 2.456 -3.656 -0.02
C -4.357 -6.263 -0.729 -0.02
H 8.059 1.938 -2.472 0.10
C -2.998 0.391 -4.446 -0.05
O 3.050 2.782 -5.017 0.00
H -2.232 2.172 3.791 0.09
H -4.199 -7.328 -0.896 0.09
C -1.582 4.840 3.761 -0.60
H 2.317 -3.837 -1.200 0.09
H -6.150 0.363 -2.367 0.10
C 0.531 2.772 -7.538 -0.10
O 4.275 -1.894 4.538 0.11
H -3.237 0.249 1.138 0.10
H 0.110 7.613 4.490 0.10
O 2.149 -2.172 3.681 0.00
H -2.293 0.820 -3.733 0.09
H 7.466 3.541 -2.807 0.10
O -4.354 -0.281 2.825 0.03
H -8.287 -1.475 3.754 0.10
H 8.027 3.286 -1.225 0.10
H -2.561 -0.467 -4.957 0.09
Rb 1.150 -0.767 -4.517 0.91
O -0.633 5.769 3.840 -0.02
C 2.714 -2.189 2.368 -0.05
F 1.072 -1.788 -0.606 -0.27
C -5.484 -0.649 2.258 -0.58
O -5.720 -0.676 1.043 0.10
H 4.061 -3.144 6.839 0.10
C 7.509 2.772 -2.035 -0.06
O -0.182 0.986 5.062 0.40
H 3.539 2.789 1.194 0.08
H -1.573 7.620 4.141 0.10
O -4.582 -1.828 -5.109 0.15
H -7.334 -0.857 -2.107 0.10
H 1.992 -2.632 1.681 0.08
C 3.183 -2.527 7.028 -0.01
O -6.360 -0.917 3.196 0.02
C -3.701 -4.709 -2.449 -0.65
H 4.442 2.657 -3.587 0.10
H 1.390 0.524 3.145 0.09
H -0.677 4.039 7.303 0.12
H -5.743 -1.037 -1.326 0.07
C 0.583 1.968 5.189 -0.41
C 3.528 -4.253 -3.652 -0.52
O 2.465 -2.279 5.796 0.01
H 4.116 -4.250 -6.287 0.08
H -5.323 -6.259 -0.223 0.09
C -4.824 -1.150 -4.159 -0.58
O 0.849 2.102 -4.876 -0.01
O -4.157 -0.023 -3.756 -0.03
H -3.218 -2.009 -1.390 0.10
O -5.759 -1.531 -3.276 0.00
H -3.171 1.140 -5.219 0.10
H -1.029 6.583 5.542 0.10
H -0.349 2.630 -6.911 0.09
F -0.606 -0.510 -1.988 -0.31
C -2.519 -2.829 -1.552 0.00
O 4.275 2.467 -0.646 -0.03
C -7.620 -1.354 2.901 -0.07
H 5.022 -5.702 -6.306 0.10
H -8.035 -0.603 2.229 0.10
C 1.799 2.542 -5.544 -0.48

[4]
52
Properties=species:S:1:pos:R:3:lowdin_charge:R:1 method="wB97M-V/def2-TZVPD" relative_energy_kj_mol=0.00 gap_ev=9.4196 e_homo_ev=-8.950
H 0.587 -0.864 -5.029 0.11
C 0.125 -2.172 2.192 -0.19
H 3.234 1.373 -2.503 0.11
C -0.784 -0.180 -0.607 -0.10
H 1.992 -0.340 -1.222 0.11
H 0.414 -1.634 -2.683 0.12
C -0.809 -3.776 0.453 -0.08
H -1.552 -4.555 0.286 0.12
H 1.425 -2.303 0.469 0.13
C 0.309 3.416 0.777 -0.12
H 0.979 -2.405 2.834 0.15
C 2.095 0.191 -3.905 -0.21
H -2.786 1.946 2.527 0.12
Cl 2.047 2.301 2.500 0.72
C -0.662 2.104 2.569 -0.24
H -0.361 -4.268 2.506 0.12
N 0.078 -0.068 3.369 0.06
H 2.577 0.621 -4.785 0.11
C -0.955 3.672 0.275 -0.08
C -0.691 -1.061 2.861 -0.46
O -1.899 -1.058 2.935 0.09
H 0.124 0.769 -4.543 0.11
C 1.488 0.586 -1.506 -0.17
H -0.702 0.551 0.203 0.11
C -2.069 3.146 0.907 -0.07
H 1.560 1.288 -0.672 0.09
H 2.627 -0.729 -3.650 0.11
H 1.121 -0.641 0.997 0.11
O -2.151 -2.520 -1.111 0.07
H 0.158 -4.142 0.100 0.12
H -1.479 0.988 4.203 0.12
C 0.638 -0.138 -4.215 -0.20
H 1.711 2.110 -3.010 0.11
H 1.071 -0.067 3.194 0.10
H -1.835 -0.261 -0.899 0.13
C -0.739 -3.416 1.940 -0.12
H -1.107 -0.917 -3.202 0.12
H 0.146 1.661 4.517 0.12
C 2.187 1.166 -2.734 -0.20
C -1.920 2.370 2.043 -0.03
H -0.445 1.241 -2.140 0.15
C 0.657 -1.618 0.853 -0.11
H -3.055 3.335 0.512 0.11
C -0.502 1.201 3.767 -0.15
C -0.062 -0.697 -2.980 -0.16
H -1.064 4.278 -0.611 0.11
N -0.409 -1.483 -0.105 -0.03
C -1.210 -2.552 -0.345 -0.46
C 0.444 2.632 1.910 -0.61
H -1.752 -3.198 2.290 0.12
H 1.186 3.818 0.292 0.11
C 0.021 0.300 -1.824 -0.29

[5]
29
Properties=species:S:1:pos:R:3:lowdin_charge:R:1 method="wB97M-V/def2-TZVPD" relative_energy_kj_mol=186.77 gap_ev=8.7932 e_homo_ev=-8.292
H 1.582 -2.783 0.676 0.10
H 1.735 2.803 1.369 0.04
C 1.497 0.363 -2.540 -0.13
H 1.024 -1.085 -4.132 0.12
C -0.275 -2.606 1.830 -0.16
H 1.243 1.362 1.308 0.08
H -0.742 2.431 1.493 -0.01
H 0.620 -0.495 2.747 0.01
C 0.542 -2.525 0.731 -0.10
C -1.469 -1.909 1.577 -0.12
H -2.313 2.629 1.580 0.02
H 0.220 -1.470 -1.134 0.10
C -0.667 1.012 -2.182 -0.14
N 0.659 1.223 -1.776 0.03
C 0.674 -0.358 -3.326 -0.16
O -1.500 2.644 2.065 -0.07
H -1.589 -0.242 -3.656 0.10
H 2.584 0.491 -2.414 0.12
O 1.079 2.301 0.940 -0.07
H 1.021 1.838 -1.071 0.09
H -2.070 -0.750 -0.284 0.10
H 0.020 -3.056 2.745 0.09
O 1.241 0.220 2.871 -0.03
C -0.670 0.049 -3.143 -0.13
C -1.381 -1.361 0.287 -0.13
H -2.221 -1.623 2.302 0.09
N -0.152 -1.701 -0.209 0.03
H -1.406 1.670 -1.882 0.09
H 0.713 0.928 3.227 0.04

[6]
17
Properties=species:S:1:pos:R:3:lowdin_charge:R:1 method="wB97M-V/def2-TZVPD" relative_energy_kj_mol=182.77 charge=+1 gap_ev=11.8433 e_homo_ev=-15.167
H 0.139 -0.022 -0.226 0.12
C -0.623 -2.428 -0.668 -0.10
O -0.884 -1.633 0.522 -0.15
H -1.377 -3.226 -0.668 0.10
H -1.841 -1.647 0.634 0.09
H -1.003 1.023 -0.143 0.18
H 1.773 1.154 -0.916 0.11
C 0.393 1.078 1.525 0.04
C 0.850 1.745 -0.922 0.01
H 0.170 -3.108 -0.399 0.08
H 1.470 1.200 1.501 0.10
H 0.082 2.109 1.743 0.11
H -0.415 -1.883 -1.596 0.09
H 0.949 2.792 -0.505 0.13
N 0.007 0.974 0.052 -0.09
H -0.051 0.189 1.946 0.09
H 0.360 1.681 -1.879 0.10

[7]
36
Properties=species:S:1:pos:R:3:lowdin_charge:R:1 method="wB97M-V/def2-TZVPD" gap_ev=5.7504 e_homo_ev=-7.297
O -0.626 2.999 -0.255 -0.01
O 1.058 -0.890 4.815 0.06
C 0.556 1.726 1.272 -0.18
O -1.728 1.619 1.056 -0.02
H -3.243 0.023 -4.628 0.10
N -0.651 2.135 0.662 -0.39
H -1.026 0.273 -0.505 0.10
C -1.155 -0.624 -1.081 0.04
H -1.538 0.005 -5.208 0.11
H -1.670 -3.921 -2.990 0.14
N 1.718 -0.079 4.207 -0.16
O -2.220 -1.840 -4.375 -0.06
C -1.650 -0.560 -2.357 0.06
H 1.693 3.208 0.231 0.12
C -1.523 -3.001 -2.450 0.05
H -1.039 -2.003 1.775 0.08
C 1.694 0.481 2.938 -0.07
C 2.806 2.418 1.910 -0.20
C -2.465 -0.589 -5.118 -0.02
C -1.040 -2.990 -1.203 -0.04
C 2.780 1.408 2.903 -0.19
H 0.396 -0.426 1.325 0.06
C 3.789 3.429 1.861 -0.20
N 3.521 1.470 4.061 0.14
N -0.819 -1.837 -0.530 -0.01
H -1.890 0.423 -2.788 0.14
B -0.278 -1.994 0.838 -0.07
H -0.786 -3.896 -0.640 0.15
H -2.805 -0.899 -6.109 0.10
H 0.762 -2.514 0.988 0.06
C 0.536 0.477 2.036 -0.07
C -1.814 -1.757 -3.081 -0.21
H -0.386 0.276 2.667 0.15
C 1.702 2.506 1.039 0.08
O 2.846 0.589 4.922 0.00
N 4.495 4.355 1.811 0.14

[8]
123
Properties=species:S:1:pos:R:3:lowdin_charge:R:1 method="wB97M-V/def2-TZVPD" relative_energy_kj_mol=64.34 gap_ev=9.4688 e_homo_ev=-9.426
S -7.623 1.778 -11.632 0.66
C -13.208 5.679 -18.007 -0.20
H -10.216 5.141 -15.846 0.08
H -8.529 7.461 -13.139 0.06
H -13.906 5.769 -17.176 0.11
H -12.260 6.081 -17.634 0.10
H -12.240 7.242 -10.296 0.06
H -12.765 -2.665 -15.036 0.09
H -12.436 11.340 -18.003 0.08
H -7.661 -1.029 -13.885 0.11
H -7.115 1.198 -15.148 0.11
C -7.612 1.142 -14.180 -0.22
H -9.572 6.388 -11.846 0.06
C -7.913 0.044 -12.038 -0.22
H -11.094 5.559 -11.553 0.06
C -10.674 0.832 -18.950 -0.02
H -17.203 7.612 -13.430 0.09
H -12.291 3.336 -20.317 0.10
O -11.639 -1.128 -18.031 0.06
C -14.506 1.655 -15.659 -0.02
H -10.734 11.127 -17.502 0.08
H -10.377 -0.184 -13.703 0.07
H -16.576 3.628 -14.252 0.09
H -8.531 -0.672 -17.925 0.08
C -7.212 2.302 -13.294 -0.22
C -12.097 9.584 -16.847 -0.48
H -8.683 1.141 -14.419 0.09
C -7.535 6.873 -16.378 -0.01
C -10.102 5.741 -11.141 0.00
H -10.042 9.075 -16.476 0.06
H -14.680 6.095 -10.637 0.13
C -7.689 6.621 -14.906 -0.49
C -6.886 2.543 -18.668 -0.49
H -12.598 3.553 -17.688 0.09
H -6.141 2.480 -13.340 0.11
C -14.720 5.831 -11.691 -0.08
O -7.381 5.560 -14.421 0.06
H -14.685 6.700 -19.354 0.11
H -14.012 3.815 -18.673 0.12
O -12.628 6.600 -14.278 0.15
H -11.372 8.169 -9.020 0.08
H -15.562 4.797 -15.127 0.09
H -7.813 5.986 -16.942 0.07
H -6.973 3.461 -20.636 0.08
C -12.223 4.240 -19.718 -0.23
H -15.412 7.929 -11.687 0.15
O -9.902 6.116 -8.784 0.09
H -8.911 3.890 -15.740 0.08
H -8.673 8.521 -14.556 0.06
H -15.288 4.925 -11.884 0.12
H -5.713 3.592 -17.245 0.08
C -11.140 3.268 -13.857 0.01
H -13.595 -1.061 -14.999 0.08
C -8.035 7.805 -14.044 0.00
H -8.994 -0.031 -12.163 0.07
H -16.910 5.854 -13.307 0.06
O -11.520 2.329 -15.994 0.04
H -8.139 7.716 -16.718 0.06
C -10.659 -0.424 -18.123 -0.49
H -6.185 -0.272 -13.306 0.12
H -11.880 0.750 -13.642 0.05
H -7.575 -0.539 -11.188 0.11
O -14.217 4.894 -21.299 -0.31
H -8.397 2.399 -20.163 0.07
C -12.156 -1.380 -13.476 -0.49
H -11.162 8.969 -15.023 0.09
C -16.841 6.809 -12.792 -0.02
C -10.319 6.489 -9.845 -0.49
O -7.348 1.654 -17.989 0.05
C -13.629 6.482 -19.245 -0.20
H -4.814 2.452 -18.240 0.09
O -13.170 9.105 -17.116 0.08
O -14.587 7.349 -13.484 0.09
C -9.422 -0.698 -17.295 -0.02
O -12.163 6.298 -21.444 -0.33
H -9.555 -1.647 -16.787 0.08
C -13.018 4.216 -18.443 -0.23
C -15.595 3.790 -14.705 -0.01
H -12.044 2.703 -13.639 0.06
H -7.098 8.291 -13.763 0.10
O -12.354 -2.172 -12.601 0.08
H -11.257 4.310 -13.562 0.07
C -10.886 3.133 -15.339 -0.46
H -17.485 6.806 -11.909 0.10
C -11.029 8.808 -16.091 -0.03
H -9.291 0.142 -16.610 0.06
H -7.742 3.242 -13.456 0.08
O -15.885 3.091 -16.935 0.08
C -11.356 -0.117 -13.227 -0.01
H -10.052 3.975 -17.096 0.07
C -12.651 -1.596 -14.888 0.00
H -9.504 4.841 -11.027 0.07
H -10.496 1.712 -18.333 0.06
H -13.037 7.393 -19.261 0.08
C -13.459 6.610 -13.425 -0.55
C -15.375 2.861 -15.871 -0.49
H -5.291 3.996 -18.954 0.07
H -11.661 0.980 -19.398 0.08
C -5.596 3.216 -18.262 -0.01
C -11.288 7.663 -9.977 -0.01
C -7.266 -0.139 -13.395 -0.20
H -11.129 7.736 -16.274 0.06
H -11.938 -1.186 -15.599 0.05
C -9.948 4.094 -16.013 0.00
C -7.633 3.107 -19.851 -0.01
H -15.151 0.815 -15.368 0.10
H -11.949 11.640 -16.321 0.09
H -14.854 3.713 -13.908 0.07
H -6.496 7.110 -16.613 0.10
C -15.416 7.060 -12.349 -0.30
H -10.005 0.816 -19.816 0.08
H -11.266 0.049 -12.154 0.09
O -13.439 5.850 -12.298 0.03
O -8.860 2.376 -11.202 -0.33
H -10.892 8.338 -10.739 0.08
H -13.964 1.373 -16.558 0.09
C -11.775 11.018 -17.202 -0.02
H -10.318 2.826 -13.282 0.07
H -13.789 1.776 -14.850 0.05
O -6.440 1.867 -10.823 -0.31
S -13.087 5.514 -20.662 0.67
H -8.157 3.994 -19.472 0.09
H -11.203 4.625 -19.653 0.10